[1]
Below is a gas-phase ion, C3H10NP2 (charge +1) at a distorted geometry, with properties calculated with the ωB97M-V functional and the def2-TZVPD basis.

XYZ file:
```
16
C3H10NP2 | OMol25 | the ωB97M-V functional and the def2-TZVPD basis
C -0.261 1.771 -0.139
C -0.647 -0.928 -1.550
C -0.880 -0.647 1.542
N 1.447 -0.492 0.011
P 2.817 0.228 0.025
P -0.116 -0.061 -0.057
H 0.350 2.479 0.479
H -1.194 1.923 0.323
H -0.421 2.020 -1.204
H -0.303 -1.968 -1.350
H 0.016 -0.412 -2.252
H -1.603 -0.726 -1.837
H -1.540 0.100 1.858
H -0.091 -0.569 2.232
H -1.070 -1.773 1.612
H 3.495 -0.944 0.308
```

Results
HOMO-LUMO gap (spin up / spin down) ... 8.80 / 8.56 eV
Molecular weight ... 122.07 g/mol
E_tot ... -857.40754 Eh
Total charge ... +1
Multiplicity ... 3
ΔE to the lowest compared entry with this formula, charge and spin ... 0.000 eV


[2]
Below is 13 unconnected molecules or ions with the total composition C38H108N6O13 at a distorted geometry, with properties calculated with the ωB97M-V functional and the def2-TZVPD basis.

XYZ file:
```
165
C38H108N6O13 | OMol25 | the ωB97M-V functional and the def2-TZVPD basis
C -4.647 4.899 0.103
C -3.570 3.850 -0.109
O -3.723 3.192 -1.311
H -4.621 5.743 -0.586
H -4.559 5.308 1.109
H -5.636 4.441 0.136
H -3.497 3.046 0.624
H -2.585 4.317 -0.095
H -3.864 2.272 -1.077
C -1.004 1.069 0.671
C -0.001 -0.013 0.700
O 0.207 -0.568 -0.577
H -2.029 0.726 0.529
H -0.759 1.893 0.001
H -1.025 1.511 1.667
H -0.201 -0.826 1.398
H 0.969 0.432 0.923
H 0.508 0.077 -1.221
C 0.581 1.013 4.320
C 1.153 2.388 4.068
O 2.098 2.550 5.025
H 0.131 0.776 5.284
H 1.485 0.406 4.258
H -0.085 0.592 3.566
H 0.378 3.143 4.200
H 1.621 2.403 3.084
H 2.543 3.394 4.923
C -1.886 -2.121 -4.016
C -1.720 -2.581 -2.577
O -2.059 -1.613 -1.578
H -2.061 -2.988 -4.653
H -1.101 -1.522 -4.477
H -2.845 -1.604 -4.070
H -0.659 -2.763 -2.407
H -2.257 -3.506 -2.367
H -1.316 -1.131 -1.208
C 1.508 -3.010 3.924
C 1.524 -4.530 3.956
O 2.902 -4.901 3.936
H 2.253 -2.701 3.190
H 1.776 -2.571 4.885
H 0.536 -2.609 3.639
H 1.178 -5.017 3.044
H 1.016 -4.959 4.819
H 2.886 -5.830 4.177
C -4.916 1.543 2.855
C -4.061 0.273 2.958
O -4.286 -0.732 2.006
H -4.916 1.914 1.830
H -4.541 2.279 3.566
H -5.923 1.295 3.190
H -4.265 -0.161 3.936
H -2.981 0.408 3.008
H -5.222 -0.940 2.064
C 0.526 -3.769 0.251
C 0.038 -4.968 -0.458
O 1.152 -5.635 -1.012
H 1.146 -3.114 -0.361
H 1.167 -4.076 1.078
H -0.342 -3.199 0.583
H -0.594 -4.651 -1.287
H -0.545 -5.577 0.233
H 1.615 -6.127 -0.330
C 2.529 -2.741 -4.228
C 3.702 -2.690 -3.205
C 3.638 -1.501 -2.143
O 3.708 -0.174 -2.627
C 4.937 0.119 -3.321
N 3.767 -3.982 -2.508
H 2.509 -3.768 -4.592
H 2.764 -2.286 -5.190
H 1.524 -2.560 -3.846
H 4.642 -2.603 -3.750
H 4.431 -1.627 -1.406
H 2.749 -1.618 -1.524
H 4.895 1.104 -3.786
H 5.113 -0.501 -4.200
H 5.855 0.000 -2.745
H 2.918 -4.261 -2.038
H 4.402 -3.875 -1.729
C -2.766 -0.117 7.510
C -2.185 -1.540 7.737
C -1.554 -2.132 6.473
O -2.631 -2.263 5.558
C -2.218 -2.631 4.254
N -1.250 -1.445 8.864
H -3.052 0.520 8.347
H -3.562 -0.224 6.774
H -1.942 0.409 7.029
H -3.007 -2.170 8.078
H -1.233 -3.135 6.756
H -0.713 -1.547 6.101
H -1.548 -3.491 4.239
H -1.663 -1.801 3.818
H -3.046 -2.787 3.562
H -0.443 -0.876 8.654
H -1.596 -0.826 9.584
C 4.725 2.789 1.064
C 3.955 1.569 0.549
C 3.708 0.450 1.616
O 4.907 0.101 2.366
C 4.704 -0.643 3.563
N 2.744 2.088 -0.005
H 4.196 3.319 1.856
H 4.959 3.549 0.318
H 5.681 2.471 1.479
H 4.541 1.102 -0.243
H 3.284 -0.435 1.142
H 2.930 0.713 2.333
H 3.980 -0.271 4.288
H 5.685 -0.578 4.034
H 4.564 -1.706 3.362
H 2.150 1.471 -0.540
H 2.884 2.863 -0.637
C 4.939 3.540 -2.706
C 4.108 3.945 -3.911
C 2.860 4.689 -3.448
O 2.028 3.781 -2.649
C 0.786 4.320 -2.228
N 5.014 4.727 -4.717
H 5.937 3.138 -2.881
H 4.430 2.814 -2.072
H 5.133 4.391 -2.054
H 3.843 3.085 -4.526
H 2.304 4.837 -4.375
H 3.079 5.624 -2.932
H 0.853 5.048 -1.420
H 0.363 3.430 -1.763
H 0.210 4.608 -3.108
H 5.705 4.023 -4.937
H 4.686 5.021 -5.626
C -0.915 1.298 -3.258
C 0.428 0.767 -3.504
C 1.063 1.064 -4.906
O 0.199 0.633 -5.901
C 0.695 0.747 -7.209
N 1.272 1.126 -2.434
H -1.220 1.163 -2.220
H -1.656 0.823 -3.901
H -1.003 2.373 -3.414
H 0.309 -0.316 -3.506
H 1.988 0.488 -4.906
H 1.238 2.132 -5.034
H -0.088 0.555 -7.943
H 1.506 0.034 -7.355
H 1.099 1.751 -7.345
H 2.155 0.643 -2.519
H 1.514 2.103 -2.514
C -5.371 0.661 -2.719
C -5.432 0.197 -1.236
C -5.731 -1.321 -1.010
O -6.963 -1.609 -1.658
C -7.193 -2.970 -1.941
N -4.081 0.493 -0.735
H -6.291 0.390 -3.236
H -4.541 0.139 -3.196
H -5.173 1.732 -2.776
H -6.229 0.745 -0.734
H -5.825 -1.541 0.053
H -4.881 -1.863 -1.424
H -6.416 -3.328 -2.616
H -8.125 -3.148 -2.477
H -7.148 -3.628 -1.073
H -3.363 -0.082 -1.152
H -3.966 0.055 0.168
```

Results
HOMO-LUMO gap ... 9.31 eV
Molecular weight ... 857.31 g/mol
E_tot ... -2819.00666 Eh
Multiplicity ... 1
ΔE to the lowest compared entry with this formula, charge and spin ... 2.750 eV


[3]
Below is a molecular structure, C4H8N2O at a distorted geometry, with properties calculated with the ωB97M-V functional and the def2-TZVPD basis.

XYZ file:
```
15
C4H8N2O | OMol25 | the ωB97M-V functional and the def2-TZVPD basis
C 2.534 -0.247 0.239
C -0.870 1.340 -0.178
C -1.277 -1.697 -0.394
C 1.564 0.674 0.703
N 3.356 -0.970 -0.105
N 0.059 0.304 -0.372
O -0.442 -0.848 0.354
H -1.714 0.906 -0.512
H -1.168 1.711 0.770
H -0.424 2.129 -0.722
H -0.766 -2.248 -1.207
H -1.957 -1.081 -0.908
H -1.963 -2.202 0.248
H 1.246 0.522 1.720
H 1.824 1.707 0.364
```

Results
HOMO-LUMO gap ... 10.38 eV
Molecular weight ... 100.12 g/mol
E_tot ... -341.79462 Eh
Multiplicity ... 1
ΔE to the lowest compared entry with this formula, charge and spin ... 5.688 eV


[4]
Below is a gas-phase ion, C6H17N2S (charge +1) at a distorted geometry, with properties calculated with the ωB97M-V functional and the def2-TZVPD basis.

XYZ file:
```
26
C6H17N2S | OMol25 | the ωB97M-V functional and the def2-TZVPD basis
C 1.976 0.647 -1.421
C 1.700 0.725 0.111
N 0.523 -0.059 0.408
C 0.781 -1.463 -0.027
C 0.442 0.022 1.901
C -0.701 0.389 -0.301
S -0.857 2.279 -0.085
N -1.872 -0.437 0.165
C -2.980 -0.800 -0.828
H 2.824 -0.111 -1.684
H 1.127 0.365 -2.068
H 2.354 1.660 -1.725
H 1.613 1.803 0.537
H 2.529 0.401 0.682
H 0.800 -1.382 -1.114
H 1.841 -1.642 0.379
H 0.175 -2.230 0.389
H -0.213 -0.721 2.233
H 1.349 -0.074 2.339
H 0.114 1.017 2.165
H -0.603 0.207 -1.343
H -0.820 2.174 1.252
H -2.343 -0.035 0.978
H -3.875 -0.216 -0.623
H -2.595 -0.701 -1.880
H -3.287 -1.816 -0.440
```

Results
HOMO-LUMO gap ... 10.34 eV
Molecular weight ... 149.28 g/mol
E_tot ... -746.18600 Eh
Total charge ... +1
Multiplicity ... 1
ΔE to the lowest compared entry with this formula, charge and spin ... 0.000 eV
Structure (SMILES) ... CC[N+](C)(C)[C@H](S)NC